[1]
{
  "formula": "C5H9NO",
  "method": "ωB97M-V/def2-TZVPD",
  "gap_ev": 9.612,
  "spin_multiplicity": 1,
  "e_above_lowest_kcal_mol": 117.35,
  "total_charge": 0,
  "smiles": "O[C@H]1CC[C@H]2N[C@H]12",
  "e_homo_ev": -8.588,
  "species": ["O", "C", "C", "C", "C", "N", "C", "H", "H", "H", "H", "H", "H", "H", "H", "H"],
  "positions_angstrom": [[-2.156, -1.037, 0.035], [-0.909, -0.543, -0.388], [-0.809, 0.982, -0.075], [0.711, 1.280, 0.220], [1.323, 0.013, -0.282], [1.830, -1.365, 0.122], [0.355, -1.064, 0.331], [-2.318, -1.036, 0.999], [-0.891, -0.708, -1.465], [-1.475, 1.237, 0.808], [-1.329, 1.618, -0.822], [1.065, 2.208, -0.213], [0.907, 1.415, 1.321], [1.343, -0.060, -1.381], [2.024, -1.986, -0.657], [0.329, -0.953, 1.446]],
  "lowdin_charge": [-0.05, -0.37, -0.12, -0.16, -0.25, 0.06, -0.18, 0.11, 0.15, 0.12, 0.11, 0.09, 0.12, 0.13, 0.08, 0.14]
}

---

[2]
{
  "formula": "CuH12O6",
  "method": "ωB97M-V/def2-TZVPD",
  "gap_ev": 5.204,
  "spin_multiplicity": 1,
  "e_above_lowest_kcal_mol": 396.50,
  "total_charge": 1,
  "e_homo_ev": -8.835,
  "species": ["Cu", "O", "H", "H", "O", "H", "H", "O", "H", "H", "O", "H", "H", "O", "H", "H", "O", "H", "H"],
  "positions_angstrom": [[7.174, -0.500, -30.309], [7.666, -2.025, -29.918], [7.838, -2.905, -30.254], [8.497, -1.562, -30.023], [6.360, -1.418, -31.353], [5.965, -1.143, -32.181], [6.383, -2.374, -31.404], [5.756, -0.694, -29.413], [5.899, -1.068, -28.544], [4.932, -0.213, -29.334], [7.619, 0.699, -31.342], [7.215, 1.478, -31.724], [8.515, 0.704, -31.680], [7.592, 0.681, -29.189], [6.995, 1.390, -28.950], [8.461, 1.083, -29.171], [9.097, -0.880, -30.370], [9.213, -1.221, -31.257], [9.723, -1.374, -29.840]],
  "lowdin_charge": [0.10, -0.09, 0.10, -0.32, -0.07, 0.11, 0.11, -0.03, 0.11, 0.11, -0.05, 0.11, 0.09, -0.04, 0.11, 0.11, 0.17, 0.17, 0.18]
}

---

[3]
{
  "formula": "C19H11Cl48I2N3O3P2",
  "method": "ωB97M-V/def2-TZVPD",
  "gap_ev": 8.079,
  "spin_multiplicity": 1,
  "e_above_lowest_kcal_mol": 0.00,
  "total_charge": 0,
  "e_homo_ev": -9.069,
  "species": ["N", "C", "C", "C", "C", "O", "C", "N", "P", "O", "C", "I", "C", "N", "P", "O", "I", "H", "H", "H", "H", "H", "H", "H", "H", "H", "H", "H", "C", "Cl", "Cl", "Cl", "Cl", "C", "Cl", "Cl", "Cl", "Cl", "C", "Cl", "Cl", "Cl", "Cl", "C", "Cl", "Cl", "Cl", "Cl", "C", "Cl", "Cl", "Cl", "Cl", "C", "Cl", "Cl", "Cl", "Cl", "C", "Cl", "Cl", "Cl", "Cl", "C", "Cl", "Cl", "Cl", "Cl", "C", "Cl", "Cl", "Cl", "Cl", "C", "Cl", "Cl", "Cl", "Cl", "C", "Cl", "Cl", "Cl", "Cl", "C", "Cl", "Cl", "Cl", "Cl"],
  "positions_angstrom": [[5.651, -0.398, -0.448], [4.623, -0.771, -0.176], [3.214, -1.290, 0.097], [3.155, -2.434, 1.158], [3.826, -3.813, 0.869], [2.840, -4.863, 0.947], [4.569, -4.015, -0.464], [5.227, -5.369, -0.384], [2.390, 0.183, 0.984], [1.028, -0.147, 1.482], [2.391, -1.509, -1.258], [3.689, -1.592, -3.026], [1.456, -0.335, -1.579], [0.850, 0.590, -1.762], [1.252, -3.052, -1.234], [0.047, -2.851, -0.103], [0.065, -2.915, -3.394], [2.082, -2.563, 1.428], [3.622, -2.022, 2.084], [4.546, -4.047, 1.688], [2.202, -4.658, 1.643], [5.386, -3.300, -0.671], [3.845, -4.107, -1.302], [4.957, -5.901, -1.209], [6.229, -5.213, -0.495], [2.506, 1.381, 0.237], [3.217, 0.366, 2.139], [-0.040, -3.727, 0.309], [-4.259, -1.735, -4.518], [-2.931, -1.639, -5.688], [-3.735, -2.663, -3.105], [-4.720, -0.101, -4.013], [-5.647, -2.535, -5.267], [-8.967, -3.388, -2.859], [-7.658, -2.211, -2.697], [-10.389, -2.602, -3.562], [-8.437, -4.706, -3.920], [-9.384, -4.030, -1.259], [1.841, 2.006, 5.126], [0.525, 1.242, 6.031], [3.249, 0.924, 5.103], [1.310, 2.321, 3.468], [2.282, 3.532, 5.904], [0.917, 6.282, 8.534], [0.223, 4.688, 8.205], [1.255, 6.434, 10.266], [2.424, 6.476, 7.621], [-0.228, 7.537, 8.040], [6.498, -5.736, -4.173], [7.044, -5.332, -5.807], [5.363, -7.093, -4.247], [7.892, -6.186, -3.177], [5.689, -4.333, -3.455], [-6.115, -3.971, -9.471], [-7.678, -4.572, -8.894], [-5.231, -5.289, -10.258], [-6.379, -2.661, -10.633], [-5.177, -3.363, -8.098], [5.033, 9.367, 7.686], [6.323, 10.570, 7.827], [3.597, 10.121, 6.974], [5.576, 8.036, 6.650], [4.632, 8.738, 9.291], [-6.721, -8.001, -2.432], [-6.171, -7.513, -4.045], [-7.852, -9.355, -2.580], [-5.326, -8.501, -1.460], [-7.531, -6.637, -1.650], [-1.003, -6.868, -4.251], [-0.467, -8.443, -4.857], [-0.700, -5.630, -5.483], [-2.736, -6.931, -3.893], [-0.110, -6.472, -2.771], [-2.112, 9.635, 4.960], [-2.519, 10.058, 3.292], [-2.925, 8.127, 5.406], [-0.359, 9.423, 5.104], [-2.638, 10.933, 6.044], [-1.552, 3.239, 0.810], [0.216, 3.114, 0.768], [-2.023, 4.939, 0.652], [-2.238, 2.307, -0.526], [-2.152, 2.600, 2.348], [-0.518, 12.873, 1.066], [0.816, 12.973, -0.093], [0.004, 11.966, 2.492], [-1.004, 14.505, 1.550], [-1.893, 12.047, 0.313]],
  "lowdin_charge": [0.18, -0.34, -0.51, -0.14, -0.35, -0.08, -0.28, 0.00, 0.70, -0.44, -0.90, 0.98, -0.48, 0.20, 0.53, -0.35, 0.48, 0.10, 0.13, 0.15, 0.09, 0.09, 0.04, 0.03, 0.05, 0.02, 0.01, 0.05, -2.02, 0.50, 0.49, 0.53, 0.46, -2.02, 0.51, 0.53, 0.48, 0.51, -2.00, 0.53, 0.52, 0.50, 0.49, -2.02, 0.51, 0.53, 0.48, 0.51, -2.03, 0.53, 0.53, 0.53, 0.49, -2.04, 0.52, 0.52, 0.52, 0.48, -2.05, 0.52, 0.51, 0.51, 0.51, -2.02, 0.50, 0.53, 0.52, 0.48, -2.03, 0.53, 0.46, 0.50, 0.47, -2.04, 0.49, 0.52, 0.49, 0.53, -2.02, 0.49, 0.52, 0.53, 0.52, -2.04, 0.52, 0.49, 0.52, 0.51]
}